Entry 1:
Density functional theory data (ωB97M-V with the def2-TZVPD basis set) for a 2-piece molecular cluster, C5H16N2O overall at a distorted geometry.

Each line ends with the natural charge from an NBO analysis.
CARTESIAN COORDINATES (ANGSTROEM)
C  0.251  2.828  -1.399  -0.4314
N  0.117  1.411  -1.853  -0.6078
C  0.645  0.455  -0.882  -0.2198
C  0.129  0.485  0.571  -0.4331
C  -1.328  0.129  0.831  -0.4305
C  -1.439  -1.250  1.454  -0.2000
N  -1.095  -1.302  2.894  -0.8327
H  -0.710  3.325  -1.322  0.1944
H  0.878  3.335  -2.139  0.1912
H  0.871  2.871  -0.502  0.1826
H  -0.884  1.240  -1.783  0.3370
H  1.725  0.570  -0.771  0.1781
H  0.488  -0.570  -1.210  0.2157
H  0.416  1.435  1.018  0.1981
H  0.827  -0.137  1.145  0.2010
H  -1.881  -0.002  -0.108  0.2011
H  -1.869  0.865  1.390  0.2156
H  -2.434  -1.694  1.388  0.1843
H  -0.811  -1.962  0.903  0.1574
H  -0.827  -2.260  3.095  0.3495
H  -0.266  -0.739  3.065  0.3448
O  2.081  -2.217  -1.500  -0.9586
H  1.989  -3.042  -1.026  0.4799
H  2.982  -1.977  -1.729  0.4835

Results
Structure (SMILES): CNCCCCN.O
HOMO-LUMO gap (eV): 9.409
Energy relative to the best compared isomer or geometry (same formula, charge and spin) (kcal per mole): 31.7
Charge: 0
Spin multiplicity: 1

---

Entry 2:
Density functional theory data (ωB97M-V with the def2-TZVPD basis set) for C33H29N3O3P2PdS as an isolated structure.

Each line ends with the Mulliken charge.
CARTESIAN COORDINATES (ANGSTROEM)
Pd  -0.626  -0.896  -1.748  0.7264
N  -4.196  1.445  -2.271  -0.2027
C  -3.232  0.552  -2.380  0.7296
S  -2.999  -0.723  -1.311  -0.3094
N  -2.502  0.724  -3.569  -0.8487
N  -1.467  -0.089  -3.660  0.6185
C  -0.996  -0.227  -4.876  -0.3693
C  -0.060  -1.241  -5.264  0.5426
C  0.403  -1.201  -6.565  -0.5168
C  1.260  -2.196  -7.093  -0.5278
C  1.616  -3.285  -6.314  -0.5401
C  1.144  -3.388  -5.020  -0.2520
C  0.315  -2.373  -4.420  0.6313
O  -0.034  -2.523  -3.228  -0.5670
H  -4.772  1.494  -1.444  0.2386
H  -4.316  2.135  -2.997  0.2781
H  -1.408  0.418  -5.651  0.3946
H  0.103  -0.393  -7.221  0.4156
H  1.607  -2.097  -8.111  0.4472
H  2.256  -4.059  -6.716  0.4301
H  1.385  -4.233  -4.388  0.4919
O  -0.083  -2.116  -0.060  -0.7135
P  0.226  -1.564  1.317  1.6725
C  -0.857  -0.131  1.637  -1.5023
P  -0.446  1.309  0.613  1.0383
O  0.073  0.886  -0.752  -1.0433
C  0.804  2.253  1.468  0.5383
C  0.558  2.766  2.741  -0.7309
C  1.551  3.465  3.401  -0.7773
C  2.785  3.658  2.790  -0.5408
C  3.027  3.154  1.521  -0.5991
C  2.039  2.445  0.856  -0.5292
C  -1.925  2.320  0.472  0.8525
C  -3.047  2.165  1.283  -0.1969
C  -4.119  3.038  1.159  -0.8432
C  -4.069  4.072  0.234  -0.4968
C  -2.950  4.232  -0.574  -0.7129
C  -1.881  3.360  -0.457  -0.6499
C  1.913  -0.983  1.459  0.4008
C  2.756  -1.034  0.355  -0.6794
C  4.048  -0.538  0.451  -0.6206
C  4.492  0.011  1.644  -0.5549
C  3.651  0.063  2.750  -0.7886
C  2.365  -0.436  2.661  -0.3041
C  -0.083  -2.718  2.642  0.5412
C  0.954  -3.541  3.081  -0.5177
C  0.719  -4.481  4.070  -0.7632
C  -0.546  -4.600  4.627  -0.4749
C  -1.585  -3.789  4.188  -0.7757
C  -1.356  -2.853  3.196  -0.3850
H  -0.788  0.144  2.693  0.8562
H  -1.882  -0.451  1.432  0.7434
H  -0.409  2.639  3.215  0.4093
H  1.366  3.866  4.388  0.4541
H  3.559  4.209  3.307  0.4447
H  3.988  3.309  1.049  0.4801
H  2.222  2.030  -0.127  0.4046
H  -3.097  1.372  2.019  0.4022
H  -4.984  2.922  1.799  0.4505
H  -4.897  4.763  0.153  0.4378
H  -2.905  5.048  -1.283  0.4711
H  -1.004  3.493  -1.081  0.4644
H  2.404  -1.474  -0.571  0.5049
H  4.710  -0.586  -0.403  0.4467
H  5.501  0.394  1.718  0.4724
H  4.003  0.488  3.681  0.4754
H  1.719  -0.404  3.532  0.4586
H  1.946  -3.447  2.657  0.4120
H  1.524  -5.118  4.409  0.4233
H  -0.724  -5.326  5.409  0.4192
H  -2.572  -3.890  4.619  0.4337
H  -2.178  -2.236  2.857  0.2816

Results
HOMO-LUMO gap (spin up / spin down) (eV): 7.801 / 5.074
Charge: +2
Spin multiplicity: 5
Expectation value of S²: 6.05

---

Entry 3:
Density functional theory data (ωB97M-V with the def2-TZVPD basis set) for C14H18N4OOsS5 as an isolated structure.

Each line ends with the natural charge from an NBO analysis.
CARTESIAN COORDINATES (ANGSTROEM)
Os  0.215  0.171  -0.141  0.4722
S  2.372  0.439  -0.290  0.0489
S  3.369  0.134  1.471  0.1979
S  1.990  -0.324  2.832  0.2015
S  0.285  -0.824  1.842  0.0653
S  -0.209  2.231  0.835  0.0293
C  -1.875  2.602  0.457  0.3769
N  -2.354  2.964  -0.728  -0.5638
C  -3.762  3.396  -0.628  -0.2304
C  -4.112  3.061  0.841  -0.2330
N  -2.814  2.620  1.372  -0.5208
H  -1.731  3.305  -1.442  0.4328
H  -4.382  2.846  -1.331  0.2238
H  -3.843  4.461  -0.839  0.2342
H  -4.837  2.254  0.916  0.2274
H  -4.480  3.921  1.395  0.2416
H  -2.645  2.326  2.321  0.4498
C  -3.416  -0.566  -4.674  -0.4285
N  -3.374  -0.765  -3.227  -0.1571
N  -2.283  -0.398  -2.464  -0.2543
C  -2.647  -0.456  -1.140  0.5892
O  -1.827  -0.292  -0.173  -0.7286
C  -4.010  -0.771  -1.099  -0.4013
C  -4.421  -0.949  -2.406  0.2971
C  -5.771  -1.260  -2.943  -0.6683
C  -0.953  -0.525  -2.952  0.2234
C  -0.037  0.501  -2.696  -0.3960
C  1.260  0.395  -3.201  -0.1370
C  1.648  -0.730  -3.910  -0.2028
C  0.734  -1.752  -4.127  -0.1242
C  -0.567  -1.659  -3.645  -0.2527
H  -2.455  -0.189  -5.009  0.2397
H  -4.187  0.159  -4.929  0.2322
H  -3.617  -1.510  -5.175  0.2391
H  -4.600  -0.914  -0.210  0.2615
H  -6.447  -1.506  -2.129  0.2603
H  -5.733  -2.106  -3.631  0.2551
H  -6.180  -0.405  -3.485  0.2500
H  -0.380  1.454  -2.292  0.2541
H  1.953  1.214  -3.055  0.2450
H  2.653  -0.806  -4.301  0.2529
H  1.032  -2.635  -4.677  0.2512
H  -1.273  -2.464  -3.809  0.2463

Results
HOMO-LUMO gap (spin up / spin down) (eV): 6.078 / 6.414
Energy relative to the best compared isomer or geometry (same formula, charge and spin) (kcal per mole): 0.0
Charge: +2
Spin multiplicity: 1

---

Entry 4:
Density functional theory data (ωB97M-V with the def2-TZVPD basis set) for a 7-piece molecular cluster, C25H52NO18PS overall at a distorted geometry.

Each line ends with the Mulliken charge.
CARTESIAN COORDINATES (ANGSTROEM)
C  3.389  3.317  -2.993  -0.9562
C  3.845  3.333  -4.439  0.0561
O  4.411  2.067  -4.807  -0.3504
C  3.529  1.106  -5.096  0.6955
O  2.329  1.217  -5.083  -0.5240
O  4.209  -0.010  -5.383  -0.2351
C  3.381  -1.146  -5.636  -0.7275
H  4.204  2.999  -2.337  0.3326
H  3.051  4.307  -2.683  0.4003
H  2.569  2.612  -2.847  0.1062
H  4.632  4.077  -4.564  0.1628
H  3.032  3.608  -5.114  0.2105
H  2.632  -0.928  -6.398  0.3241
H  2.903  -1.472  -4.711  0.3092
H  4.021  -1.947  -5.999  0.2144
C  -1.544  4.204  -9.975  -1.1074
C  -0.263  4.405  -9.190  -0.1605
O  -0.482  4.200  -7.790  -0.3722
C  -0.519  2.922  -7.394  0.7652
O  -0.375  1.957  -8.101  -0.5611
O  -0.763  2.902  -6.080  -0.3550
C  -0.905  1.589  -5.537  -0.4502
H  -2.344  4.826  -9.568  0.2918
H  -1.396  4.456  -11.026  0.3616
H  -1.883  3.168  -9.914  0.3078
H  0.077  5.436  -9.304  0.2921
H  0.538  3.759  -9.556  0.3011
H  -0.054  0.960  -5.794  0.1798
H  -1.835  1.140  -5.888  0.3935
H  -0.951  1.680  -4.453  0.1094
C  -4.505  -0.104  0.608  -1.1329
C  -3.324  0.373  1.429  -0.0672
O  -2.094  -0.145  0.904  -0.3951
C  -1.609  0.497  -0.164  0.7328
O  -2.101  1.457  -0.699  -0.5666
O  -0.488  -0.124  -0.548  -0.3780
C  0.097  0.417  -1.732  -0.5097
H  -4.497  -1.193  0.521  0.2950
H  -5.445  0.209  1.065  0.3497
H  -4.466  0.296  -0.407  0.3382
H  -3.413  -0.005  2.448  0.2186
H  -3.292  1.463  1.491  0.3018
H  0.247  1.493  -1.645  0.2927
H  -0.529  0.186  -2.595  0.2606
H  1.068  -0.056  -1.870  0.2481
C  7.836  -0.866  -5.069  -1.1044
C  7.354  -1.184  -3.667  -0.1314
O  6.843  -2.523  -3.596  -0.3337
C  7.764  -3.486  -3.495  0.7514
O  8.957  -3.326  -3.449  -0.5503
O  7.130  -4.666  -3.475  -0.3320
C  8.005  -5.793  -3.446  -0.6436
H  7.050  -1.068  -5.799  0.2151
H  8.132  0.181  -5.147  0.3525
H  8.691  -1.486  -5.342  0.3914
H  6.529  -0.519  -3.407  0.2103
H  8.141  -1.028  -2.926  0.3656
H  8.727  -5.713  -2.634  0.2958
H  8.516  -5.893  -4.405  0.2879
H  7.396  -6.680  -3.282  0.2258
C  -6.326  -2.761  5.632  -1.1306
C  -6.705  -1.790  6.733  -0.1950
O  -5.552  -1.411  7.495  -0.2369
C  -4.775  -0.475  6.939  0.7003
O  -4.965  0.069  5.882  -0.5596
O  -3.734  -0.264  7.753  -0.3270
C  -2.776  0.663  7.242  -0.6412
H  -5.780  -3.612  6.043  0.2938
H  -7.216  -3.125  5.116  0.3754
H  -5.672  -2.286  4.898  0.2665
H  -7.393  -2.276  7.426  0.3091
H  -7.216  -0.911  6.335  0.3386
H  -3.250  1.600  6.948  0.2936
H  -2.244  0.221  6.399  0.2835
H  -2.061  0.871  8.036  0.2237
C  -6.570  -3.216  9.996  -0.9476
C  -6.210  -3.615  11.412  -0.4398
O  -7.370  -3.617  12.256  -0.3484
C  -8.153  -4.696  12.155  0.7837
O  -7.962  -5.647  11.440  -0.5541
O  -9.199  -4.529  12.973  -0.3407
C  -10.161  -5.581  12.907  -0.6327
H  -7.109  -2.265  9.990  0.3098
H  -5.674  -3.119  9.382  0.3578
H  -7.226  -3.956  9.533  0.3502
H  -5.521  -2.883  11.834  0.3237
H  -5.708  -4.584  11.441  0.3363
H  -9.693  -6.555  13.051  0.2929
H  -10.686  -5.545  11.952  0.2906
H  -10.881  -5.421  13.708  0.2246
P  9.765  6.092  -3.153  0.0944
N  8.385  7.306  -2.963  -0.4509
C  7.346  6.728  -3.131  0.2868
S  6.065  5.747  -3.016  -0.2662
H  9.030  5.475  -4.217  0.0834
H  9.563  5.750  -1.779  0.1031
H  10.711  7.117  -3.417  0.1021
H  10.767  5.048  -3.239  0.0436

Results
Structure (SMILES): CCOC(=O)OC.CCOC(=O)OC.CCOC(=O)OC.CCOC(=O)OC.CCOC(=O)OC.CCOC(=O)OC.[PH4]N=C=S
HOMO-LUMO gap (eV): 9.525
Energy relative to the best compared isomer or geometry (same formula, charge and spin) (kcal per mole): 13.6
Charge: 0
Spin multiplicity: 1

---

Entry 5:
Density functional theory data (ωB97M-V with the def2-TZVPD basis set) for a 2-piece molecular cluster, C6H9N4S overall at a distorted geometry.

Each line ends with the natural charge from an NBO analysis.
CARTESIAN COORDINATES (ANGSTROEM)
C  -1.741  -3.322  1.703  -0.2812
C  -0.912  -1.452  0.167  0.0018
C  -2.203  -3.446  3.013  -0.2714
C  -1.337  -2.053  1.343  -0.0424
C  -1.611  -1.084  2.459  0.0618
C  -0.687  0.628  1.082  0.2254
N  -1.342  0.155  2.497  -0.3294
N  -0.501  -0.171  0.147  -0.1017
N  1.240  2.715  -0.828  -1.0377
N  -0.029  0.238  -1.045  -0.6707
S  -2.227  -1.941  3.864  0.4749
H  -1.841  -4.036  0.910  0.2464
H  -0.778  -2.033  -0.683  0.2296
H  -2.298  -4.410  3.441  0.2647
H  -0.390  1.648  1.122  0.2237
H  1.120  2.951  0.284  0.3811
H  2.210  2.551  -1.047  0.3933
H  1.116  3.586  -1.193  0.3889
H  0.571  1.265  -1.052  0.4439
H  0.056  -0.460  -1.769  0.3990

Results
HOMO-LUMO gap (spin up / spin down) (eV): 7.862 / 7.862
Energy relative to the best compared isomer or geometry (same formula, charge and spin) (kcal per mole): 81.6
Charge: +1
Spin multiplicity: 1

---

Entry 6:
Density functional theory data (ωB97M-V with the def2-TZVPD basis set) for one molecule with the formula C7H14 at a distorted geometry.

Each line ends with the natural charge from an NBO analysis.
CARTESIAN COORDINATES (ANGSTROEM)
C  -1.595  -1.125  -0.516  -0.6099
C  -0.539  -0.098  -0.895  -0.2554
C  -0.592  1.215  -0.339  -0.1300
C  -1.267  1.610  0.933  -0.6716
C  0.935  -0.492  -0.292  -0.2555
C  1.118  -0.451  1.214  -0.6268
C  2.113  -0.324  -1.099  -0.4725
H  -1.364  -2.095  -0.968  0.2137
H  -2.578  -0.801  -0.877  0.2153
H  -1.670  -1.270  0.566  0.2039
H  -0.384  -0.118  -1.979  0.2176
H  0.073  1.948  -0.788  0.1854
H  -1.830  2.546  0.809  0.2226
H  -0.554  1.795  1.757  0.2080
H  -1.976  0.852  1.281  0.2086
H  1.514  0.512  1.559  0.2046
H  1.833  -1.221  1.525  0.2206
H  0.176  -0.631  1.739  0.2138
H  2.042  -0.459  -2.174  0.1925
H  3.062  0.010  -0.692  0.1962
H  1.297  -1.521  -0.726  0.3189

Results
HOMO-LUMO gap (spin up / spin down) (eV): 7.431 / 7.803
Energy relative to the best compared isomer or geometry (same formula, charge and spin) (kcal per mole): 115.7
Charge: 0
Spin multiplicity: 1

---

Entry 7:
Density functional theory data (ωB97M-V with the def2-TZVPD basis set) for one molecule with the formula C4H9NO.

Each line ends with the natural charge from an NBO analysis.
CARTESIAN COORDINATES (ANGSTROEM)
C  -2.158  -0.518  -0.931  -0.6016
C  -0.650  -0.348  -1.067  -0.4929
C  0.028  -0.192  0.288  0.6757
O  -0.442  -0.657  1.314  -0.6323
N  1.213  0.484  0.258  -0.6162
C  2.028  0.670  1.438  -0.4247
H  -2.620  0.388  -0.525  0.2087
H  -2.616  -0.732  -1.902  0.2064
H  -2.380  -1.338  -0.244  0.2299
H  -0.215  -1.235  -1.546  0.2248
H  -0.406  0.505  -1.712  0.2031
H  1.542  0.838  -0.626  0.3896
H  2.220  1.732  1.621  0.1944
H  1.469  0.259  2.280  0.2426
H  2.986  0.144  1.354  0.1925

Results
Structure (SMILES): CCC(=O)NC
HOMO-LUMO gap (eV): 10.557
Energy relative to the best compared isomer or geometry (same formula, charge and spin) (kcal per mole): 6.1
Charge: 0
Spin multiplicity: 1

---

Entry 8:
Density functional theory data (ωB97M-V with the def2-TZVPD basis set) for one molecule with the formula C22H20N2O4 at a distorted geometry.

Each line ends with the natural charge from an NBO analysis.
CARTESIAN COORDINATES (ANGSTROEM)
O  -4.222  -5.413  1.158  -0.4806
C  -3.438  -4.613  0.720  0.4647
C  -2.014  -4.891  1.122  -0.1754
C  -1.070  -4.032  0.688  -0.2712
C  -1.286  -2.836  -0.241  0.5210
O  -0.421  -2.144  -0.802  -0.5412
C  -2.731  -2.660  -0.653  -0.0255
C  -3.143  -1.357  -1.353  -0.2462
N  -2.372  -1.134  -2.581  -0.6730
C  -2.416  0.221  -3.233  -0.2870
C  -1.118  1.052  -2.940  0.6642
O  -1.126  2.100  -3.510  -0.6005
N  -0.136  0.595  -2.097  -0.6613
C  1.064  1.182  -1.693  0.2576
C  1.582  2.336  -2.335  -0.2694
C  2.870  2.772  -1.973  -0.1746
C  3.613  2.091  -0.928  -0.2970
C  3.068  0.991  -0.269  0.3016
O  3.630  0.361  0.863  -0.5308
C  3.743  1.138  2.021  -0.0726
C  2.377  1.579  2.430  -0.0490
C  2.189  2.973  2.705  -0.2104
C  0.919  3.312  3.000  -0.2057
C  -0.117  2.295  3.224  -0.1998
C  0.146  0.993  2.910  -0.2386
C  1.342  0.645  2.517  -0.2044
C  1.815  0.540  -0.662  -0.3095
C  -3.771  -3.482  -0.179  -0.2195
H  -1.840  -5.741  1.723  0.2375
H  -0.034  -4.359  0.885  0.2313
H  -4.223  -1.274  -1.519  0.2040
H  -2.962  -0.571  -0.631  0.1803
H  -1.417  -1.600  -2.598  0.3957
H  -2.461  0.112  -4.304  0.2249
H  -3.344  0.676  -2.839  0.2158
H  -0.478  -0.181  -1.428  0.4319
H  1.120  2.966  -3.009  0.2416
H  3.349  3.559  -2.500  0.2139
H  4.671  2.287  -0.629  0.2203
H  4.147  0.492  2.877  0.2017
H  4.477  1.979  1.826  0.1799
H  2.976  3.805  2.676  0.2274
H  0.739  4.354  3.352  0.2082
H  -1.079  2.721  3.614  0.2160
H  -0.685  0.360  3.065  0.2111
H  1.464  -0.450  2.272  0.2225
H  1.413  -0.372  -0.221  0.2287
H  -4.806  -3.379  -0.521  0.2415

Results
Structure (SMILES): O=C1C=CC(=O)C(CNCC(=O)Nc2cccc(OCc3ccccc3)c2)=C1
HOMO-LUMO gap (eV): 6.084
Energy relative to the best compared isomer or geometry (same formula, charge and spin) (kcal per mole): 122.7
Charge: 0
Spin multiplicity: 1